1.
This record from the OMol25 dataset describes 6 unconnected molecules or ions with the total composition C17H46BNO8. The level of theory is ωB97M-V/def2-TZVPD.

Structure (XYZ):
```
73
Properties=species:S:1:pos:R:3:forces:R:3:lowdin_charge:R:1
C 8.215066 -1.217083 1.515503 0.09 0.38 0.32 0.016
B 9.565951 -0.496699 1.210656 0.44 -0.04 -0.33 -0.554
O 10.306562 -0.834191 0.111234 -0.75 0.10 -0.08 0.166
N 10.050102 0.621109 2.066329 -0.41 -0.20 0.23 0.188
C 11.198720 0.422106 2.826013 0.07 0.23 -0.23 -0.595
O 12.040579 -0.395868 2.598540 0.03 -0.09 0.04 0.128
O 11.314031 1.252369 3.899640 0.07 0.06 -0.08 0.107
H 7.938619 -1.130379 2.569026 -0.01 -0.17 -0.01 0.061
H 7.435309 -0.691514 0.949301 -0.04 -0.20 -0.11 0.055
H 8.222792 -2.263138 1.216816 -0.06 0.01 -0.09 0.074
H 10.695719 -0.060725 -0.306121 0.58 -0.10 0.24 0.109
H 9.309473 1.055298 2.601768 0.03 -0.01 0.02 0.124
H 10.740533 2.019027 3.795484 -0.04 0.00 0.05 0.106
C 4.198453 -0.301765 1.990209 0.08 -0.04 0.01 -0.055
C 4.591359 0.684325 0.900506 -0.15 -0.07 0.03 -0.499
C 3.376760 1.389850 0.323237 0.12 0.07 -0.12 -0.061
O 5.324727 0.022303 -0.132966 0.07 0.04 0.05 -0.063
H 3.530413 -1.064285 1.580346 -0.04 0.03 0.01 0.082
H 5.078744 -0.803376 2.394009 0.00 0.01 0.00 0.067
H 3.676159 0.200831 2.805629 -0.01 0.00 0.00 0.080
H 5.291383 1.417028 1.309757 0.02 0.00 -0.03 0.133
H 2.699742 0.660623 -0.126330 0.00 0.06 0.09 0.052
H 3.680178 2.098521 -0.448959 0.02 0.01 0.03 0.081
H 2.829635 1.931088 1.097298 -0.01 -0.02 0.01 0.083
H 4.740844 -0.635455 -0.527305 0.00 0.01 -0.03 0.092
C -0.885041 -1.662425 -1.657386 0.09 0.03 -0.09 -0.051
C -0.127520 -1.403796 -0.367981 -0.16 0.02 -0.03 -0.485
C -1.070802 -1.274653 0.815290 0.04 -0.01 0.11 -0.053
O 0.690741 -0.233598 -0.489568 -0.06 -0.12 0.02 -0.074
H -1.553930 -0.826836 -1.878506 -0.05 -0.06 0.03 0.056
H -0.192082 -1.764468 -2.494122 0.02 -0.03 0.02 0.081
H -1.479648 -2.573821 -1.582106 0.00 0.00 0.03 0.074
H 0.574047 -2.219005 -0.181466 0.03 0.02 0.00 0.136
H -1.755918 -0.434658 0.666789 -0.02 -0.02 -0.05 0.082
H -0.514448 -1.096454 1.736781 0.01 -0.01 -0.01 0.079
H -1.661921 -2.184144 0.928595 -0.01 0.00 -0.02 0.060
H 0.102600 0.511572 -0.658154 0.01 0.00 -0.03 0.091
C -5.140926 0.255367 -4.287801 0.04 -0.07 0.01 -0.061
C -4.560597 0.807978 -2.996234 -0.04 0.08 -0.12 -0.496
C -4.904664 2.275466 -2.804884 0.04 0.03 0.10 -0.063
O -3.146200 0.609106 -2.955891 -0.02 0.03 0.05 -0.067
H -4.732352 0.795846 -5.146411 -0.03 0.03 0.00 0.081
H -4.888134 -0.798756 -4.400940 0.00 0.00 0.01 0.079
H -6.226424 0.359551 -4.308056 0.00 0.01 0.00 0.081
H -4.943420 0.231692 -2.151689 0.03 -0.01 0.01 0.138
H -4.489267 2.873365 -3.621081 -0.04 -0.01 -0.03 0.084
H -4.482919 2.648220 -1.870485 -0.01 -0.02 0.01 0.078
H -5.984074 2.432727 -2.788021 0.00 0.01 -0.03 0.076
H -2.757856 1.099277 -3.689269 0.00 -0.01 -0.01 0.090
C -8.432854 5.361163 -0.075451 -0.05 -0.04 -0.05 -0.063
C -7.277077 5.078530 -1.021425 0.01 0.11 0.06 -0.512
C -6.121137 6.043512 -0.811986 0.04 -0.02 -0.06 -0.062
O -7.714524 5.103495 -2.379441 0.02 -0.08 0.01 -0.058
H -8.825215 6.367366 -0.248576 0.03 0.02 0.03 0.081
H -9.243379 4.651441 -0.239972 0.01 -0.01 0.00 0.079
H -8.116372 5.294751 0.966300 0.01 0.01 0.00 0.080
H -6.923936 4.057166 -0.864617 -0.01 -0.01 -0.02 0.126
H -6.445671 7.069778 -1.006526 -0.01 0.00 0.04 0.081
H -5.304155 5.813769 -1.496089 0.00 -0.01 0.01 0.076
H -5.744798 5.994487 0.210725 -0.01 0.00 0.00 0.080
H -8.038219 5.990547 -2.570685 0.00 0.00 -0.01 0.086
C -0.852340 -6.237880 2.114746 0.06 0.03 -0.03 -0.060
C -1.874632 -5.225960 1.623882 -0.02 -0.12 0.01 -0.506
C -3.292903 -5.767849 1.695979 -0.03 0.05 -0.04 -0.061
O -1.564632 -4.797846 0.297412 0.01 0.08 0.02 -0.065
H -0.881020 -7.136448 1.491757 -0.03 -0.02 0.02 0.081
H 0.153681 -5.822257 2.060854 -0.01 0.01 0.01 0.080
H -1.053268 -6.533574 3.145244 -0.01 0.00 0.00 0.080
H -1.803303 -4.319456 2.228786 0.01 0.02 -0.01 0.130
H -3.391831 -6.652760 1.060766 0.01 -0.02 0.03 0.081
H -4.006050 -5.021092 1.347137 0.01 0.01 0.01 0.079
H -3.555294 -6.051929 2.715885 0.01 -0.01 0.00 0.080
H -1.612165 -5.566505 -0.281728 0.01 0.01 -0.01 0.089
```
Forces are in eV/Å.

- DFT total energy: -1356.93959 a.u.
- Largest force on an atom: 0.76 eV/A
- Highest occupied orbital energy: -10.1 eV
- HOMO-LUMO gap: 10.50 eV

=====

2.
This record from the OMol25 dataset describes 6 unconnected molecules or ions with the total composition C23H26Br4F3NO2. The level of theory is ωB97M-V/def2-TZVPD.

Structure (XYZ):
```
59
Properties=species:S:1:pos:R:3:forces:R:3:nbo_charge:R:1
C -35.576210 25.480740 8.529230 -0.21 -0.66 -0.67 -0.489
N -35.911080 24.707310 9.769410 0.17 2.14 0.68 0.539
O -36.552570 23.703870 9.770840 -0.55 -1.31 -1.11 -0.362
O -35.542990 25.257510 10.778300 0.67 0.37 1.06 -0.391
H -36.450280 25.405980 7.882290 0.33 -0.16 -0.18 0.230
H -34.687030 24.993980 8.128580 -0.24 -0.02 -0.30 0.235
H -35.340540 26.525510 8.731750 -0.17 -0.36 0.50 0.237
F -34.625550 37.631950 0.242660 -0.30 -0.16 0.16 -0.318
C -34.561360 38.343200 -0.885210 1.46 1.52 -1.44 0.410
C -35.380860 38.050630 -1.973350 -0.40 -1.73 3.53 -0.301
C -35.321630 38.750710 -3.111750 0.87 1.74 -1.81 -0.188
C -34.313230 39.700110 -3.258850 0.51 0.08 0.55 -0.226
C -33.426870 39.972480 -2.185750 0.04 0.34 -1.69 -0.204
C -33.549480 39.346740 -0.994090 -2.09 -2.40 1.61 -0.280
H -36.066700 37.241090 -1.771680 -0.35 -0.06 -0.36 0.227
H -36.015030 38.606600 -3.927120 -0.02 -0.27 0.00 0.220
H -34.199310 40.177430 -4.220930 0.11 0.24 0.08 0.215
H -32.556190 40.604610 -2.279150 -0.20 0.44 -0.42 0.218
H -32.969800 39.509270 -0.097460 0.38 0.24 -0.21 0.227
F -39.521250 23.156990 -0.077440 1.65 0.37 0.48 -0.329
C -38.276080 23.639020 0.289300 0.63 2.10 -0.40 0.391
C -38.112510 25.040800 0.529610 -0.21 -0.56 0.38 -0.267
C -36.896040 25.504100 1.003390 1.23 -1.42 -0.80 -0.207
C -35.780770 24.632350 1.024740 -0.03 0.32 1.19 -0.216
C -35.861320 23.300380 0.691110 -1.68 0.32 -1.31 -0.204
C -37.133540 22.845250 0.280150 -1.36 -0.72 0.67 -0.280
H -38.869040 25.801860 0.407760 -0.56 -0.44 -0.05 0.229
H -36.662700 26.534110 1.229310 -0.57 0.15 0.05 0.221
H -34.870480 24.976800 1.492850 0.28 0.30 -0.37 0.209
H -35.000980 22.666840 0.533490 0.04 -0.07 0.53 0.226
H -37.389520 21.807980 0.122210 0.59 -0.34 -0.35 0.226
F -35.364400 33.453670 4.732670 -1.57 1.80 0.54 -0.311
C -34.815340 32.344020 4.330570 1.28 -1.07 1.93 0.398
C -34.519000 32.198100 3.028370 0.02 0.51 -1.82 -0.296
C -33.683440 31.189710 2.594230 -1.51 -0.83 -0.28 -0.184
C -33.359690 30.180880 3.466110 0.66 0.05 1.08 -0.239
C -33.654500 30.349330 4.839630 -0.48 0.61 0.45 -0.196
C -34.376900 31.455560 5.314680 0.61 -0.57 -1.72 -0.278
H -34.979320 32.866140 2.315460 0.23 0.35 -0.01 0.228
H -33.556340 31.038490 1.532450 0.33 0.17 -0.08 0.215
H -32.840090 29.340830 3.029380 0.17 -0.27 0.56 0.218
H -33.354890 29.738650 5.678500 0.41 -0.82 -0.57 0.215
H -34.518380 31.619430 6.372760 -0.16 0.09 -0.07 0.229
Br -30.697490 22.553320 6.054380 0.31 -0.01 0.45 -0.002
C -29.010380 23.000380 6.935440 0.73 0.33 0.22 -0.449
C -28.290220 24.123020 6.154890 -0.72 -1.23 -0.15 -0.460
Br -29.395670 25.710980 6.163460 0.29 0.23 -0.01 0.000
H -28.440920 22.071900 6.977310 0.13 0.10 -0.49 0.228
H -29.129840 23.262050 7.986800 -0.65 0.22 -0.19 0.224
H -28.230660 23.758290 5.129450 0.15 0.43 -0.06 0.224
H -27.291710 24.372280 6.513960 -0.25 -0.06 0.23 0.234
Br -34.493630 32.649200 -2.872220 0.76 0.09 -0.08 -0.033
C -32.592430 33.042540 -3.310080 -0.46 -0.85 0.74 -0.440
C -31.732730 31.755620 -3.480570 -1.28 1.06 -1.74 -0.377
Br -32.302030 30.769610 -5.234450 0.70 0.90 1.65 -0.071
H -32.194630 33.597600 -2.460510 -0.11 -0.18 0.21 0.225
H -32.664170 33.777050 -4.112220 0.35 -0.69 -0.37 0.239
H -31.825620 31.011360 -2.689660 -0.10 0.32 -0.16 0.234
H -30.721900 32.144330 -3.603960 0.12 -0.63 -0.23 0.224
```
Forces are in eV/Å.

- DFT total energy: -11692.72290 a.u.
- Largest force on an atom: 3.96 eV/A
- Highest occupied orbital energy: -9.1 eV
- HOMO-LUMO gap: 9.23 eV